Record 1
{
  "formula": "C24H28O14S3Zn",
  "method": "wB97M-V/def2-TZVPD",
  "e_homo_ev": -1.644,
  "charge": -2,
  "relative_energy_ev": 0.228,
  "species": ["Zn", "C", "C", "C", "O", "C", "C", "C", "O", "O", "O", "H", "H", "C", "C", "C", "O", "C", "C", "C", "O", "O", "O", "H", "H", "C", "C", "C", "S", "O", "O", "C", "H", "H", "H", "H", "H", "H", "H", "H", "C", "C", "C", "S", "O", "O", "C", "H", "H", "H", "H", "H", "H", "H", "H", "C", "C", "C", "S", "O", "O", "C", "H", "H", "H", "H", "H", "H", "H", "H"],
  "positions_angstrom": [[-3.05293, 3.10008, -14.56838], [-6.00854, 2.53378, -18.56196], [-4.84080, 3.01327, -17.91941], [-4.08024, 1.94588, -17.05060], [-3.11216, 2.40570, -16.35326], [-4.55708, 0.63107, -16.98638], [-5.69996, 0.21219, -17.67057], [-6.47624, 1.22109, -18.49552], [-7.52067, 0.88694, -19.09684], [-6.06259, -0.97262, -17.55839], [-4.39593, 4.17529, -17.92408], [-6.58065, 3.28727, -19.09541], [-3.94605, -0.04339, -16.40577], [-1.60941, -0.44750, -13.38221], [-2.24832, 0.79076, -13.40027], [-3.80557, 0.83637, -13.29031], [-4.35217, 1.97066, -13.45556], [-4.49592, -0.39904, -13.18060], [-3.83255, -1.62306, -13.26362], [-2.31662, -1.65656, -13.35407], [-1.64245, -2.70964, -13.28108], [-4.51267, -2.65910, -13.41203], [-1.71399, 1.92213, -13.66304], [-0.53933, -0.44972, -13.53503], [-5.54410, -0.33504, -12.92549], [-3.99213, 4.54270, -9.50780], [-3.08454, 3.32272, -9.79068], [-1.83633, 3.94955, -10.38146], [-2.52308, 5.08265, -11.64903], [-2.72944, 4.34391, -12.87561], [-1.81319, 6.34280, -11.63843], [-4.13399, 5.27843, -10.81728], [-3.50643, 5.11829, -8.71014], [-4.94590, 4.30646, -9.03110], [-3.58500, 2.56904, -10.40237], [-2.86361, 2.74396, -8.89004], [-1.21745, 3.24648, -10.94119], [-1.24777, 4.49203, -9.64649], [-4.88303, 4.77982, -11.43005], [-4.38710, 6.33294, -10.74058], [-8.22801, 4.89166, -16.05065], [-8.05071, 3.38590, -15.91616], [-6.94452, 3.11272, -14.90631], [-6.01159, 4.63562, -14.68154], [-4.61575, 4.35500, -14.91291], [-6.43015, 5.23930, -13.41657], [-6.79991, 5.46515, -16.11454], [-8.71378, 5.31306, -15.16670], [-8.78247, 5.16699, -16.94702], [-7.88446, 2.92057, -16.88897], [-8.97776, 2.90206, -15.59261], [-6.32589, 2.32708, -15.35429], [-7.15254, 2.72055, -13.91213], [-6.27515, 5.09945, -17.00374], [-6.61963, 6.53107, -15.98248], [-1.75521, 7.77072, -16.42846], [-2.65523, 6.82892, -17.24309], [-1.76792, 5.66498, -17.70821], [-0.87091, 5.26535, -16.17354], [0.46828, 4.85879, -16.50737], [-1.77891, 4.46823, -15.39801], [-0.85473, 6.97725, -15.49588], [-2.35831, 8.49411, -15.87512], [-1.11581, 8.39423, -17.05773], [-3.14962, 7.33764, -18.06978], [-3.46065, 6.35190, -16.67747], [-1.02557, 6.06060, -18.40351], [-2.20639, 4.71896, -18.02502], [0.19990, 7.24964, -15.50295], [-1.12122, 6.90792, -14.44051]],
  "forces_ev_per_angstrom": [[0.0, -1.1, 0.2], [1.2, 1.8, 0.5], [-0.3, -1.6, 0.3], [-1.0, -0.3, 0.2], [0.2, -0.6, -0.9], [2.0, 2.5, 0.2], [-0.3, -2.4, 0.4], [-1.5, -0.1, -1.1], [0.4, -0.3, 0.5], [-0.5, 0.9, -0.7], [-0.1, 0.5, -0.2], [-0.1, -0.2, -0.2], [-0.3, -0.3, 0.1], [-0.3, 2.6, -0.1], [-0.7, -0.7, -1.0], [-0.1, -2.4, -0.4], [-0.2, 0.3, 0.4], [0.8, 3.5, 1.1], [-1.6, -2.0, -1.1], [2.0, -1.5, 1.1], [-1.5, 0.3, -0.4], [1.1, 0.2, 0.6], [0.6, -0.3, 0.6], [0.1, -0.2, 0.1], [-0.2, -0.3, -0.5], [0.2, -0.5, 1.1], [-0.5, -0.1, 0.8], [-0.1, -0.6, -1.3], [-0.6, -0.5, 0.7], [0.4, 1.3, 1.3], [0.1, -0.1, -0.3], [-0.1, 0.0, -0.3], [0.2, 0.3, -0.4], [-0.2, -0.3, -0.5], [0.2, 0.4, -0.6], [0.2, 0.4, 0.2], [0.1, 0.0, 0.0], [-0.1, 0.2, -0.1], [0.1, 0.0, -0.3], [0.2, 0.0, 0.0], [0.5, 0.8, 0.1], [-1.4, -0.3, 0.4], [0.7, -0.9, -0.5], [-1.3, -1.4, -0.4], [-0.2, 1.5, 0.0], [0.4, 0.2, -0.8], [0.5, -0.4, 0.6], [-0.2, 0.0, -0.1], [-0.1, 0.0, 0.0], [0.6, 0.2, 0.1], [-0.1, 0.3, 0.2], [0.6, 0.4, 0.2], [-0.5, 0.3, 0.0], [0.2, 0.0, 0.1], [-0.4, 0.1, 0.0], [-0.3, 0.6, 0.3], [-0.3, -1.0, -0.3], [0.8, 0.7, 0.8], [-0.7, 1.1, -1.7], [0.2, -0.3, 0.6], [1.1, 0.5, 0.4], [0.6, -1.2, 0.3], [-0.1, -0.1, 0.1], [-0.1, -0.2, -0.4], [0.2, 0.0, -0.1], [0.0, 0.3, 0.4], [0.2, -0.3, -0.1], [-0.5, 0.3, 0.0], [-0.1, 0.2, -0.3], [-0.5, 0.0, -0.1]]
}

---

Record 2
{
  "formula": "C29H44GaN4O7Si3",
  "method": "wB97M-V/def2-TZVPD",
  "e_homo_ev": -11.975,
  "charge": 1,
  "species": ["Ga", "C", "O", "Si", "C", "C", "C", "Si", "C", "C", "C", "Si", "C", "C", "C", "H", "H", "H", "H", "H", "H", "H", "H", "H", "H", "H", "H", "H", "H", "H", "H", "H", "H", "H", "H", "H", "H", "H", "H", "H", "H", "H", "N", "C", "C", "C", "C", "C", "C", "H", "H", "H", "H", "H", "H", "H", "N", "C", "C", "C", "C", "C", "C", "H", "H", "H", "H", "H", "H", "H", "O", "C", "O", "C", "C", "C", "C", "C", "C", "N", "O", "O", "N", "O", "O", "H", "H", "H"],
  "positions_angstrom": [[-0.33078, -0.03375, 0.94171], [-1.30849, 0.05386, 4.72960], [-0.54321, -0.00358, 3.51031], [1.17083, 0.00560, 3.53782], [1.77082, -1.37636, 4.62021], [1.69725, 1.51998, 4.46847], [1.51139, -0.10444, 1.69286], [2.26278, -1.80688, 1.22453], [3.96617, -2.03737, 1.92985], [2.32479, -2.07187, -0.61027], [1.23489, -3.22158, 1.94406], [2.53406, 1.35444, 1.01720], [2.35985, 1.52601, -0.82529], [1.97958, 2.98995, 1.75874], [4.33167, 1.16768, 1.45492], [-1.16435, -0.84915, 5.32582], [-2.36766, 0.13742, 4.47699], [-1.03212, 0.92370, 5.33028], [1.34166, -1.25651, 5.62220], [2.85692, -1.27747, 4.73373], [1.55986, -2.38853, 4.27699], [1.68102, 1.28906, 5.53874], [1.07436, 2.40001, 4.29933], [2.72884, 1.78836, 4.21458], [4.65976, -1.24512, 1.64820], [4.37124, -2.98239, 1.54596], [3.94885, -2.10854, 3.02049], [3.01101, -1.39234, -1.12350], [1.33180, -1.95302, -1.05274], [2.66713, -3.09470, -0.80902], [0.59231, -2.91695, 2.77345], [1.90209, -3.98978, 2.34856], [0.62915, -3.70836, 1.17787], [1.31117, 1.64435, -1.11619], [2.77850, 0.68245, -1.38035], [2.89752, 2.42616, -1.14376], [0.98616, 2.94624, 2.20746], [1.97554, 3.75620, 0.97723], [2.66701, 3.32693, 2.53917], [4.85055, 0.50569, 0.75409], [4.49123, 0.78971, 2.47004], [4.80835, 2.15321, 1.38577], [-1.66748, -1.57080, 1.29087], [-2.48663, -2.14909, 0.22647], [-1.89374, -2.82621, -0.82469], [-2.68802, -3.31837, -1.84979], [-4.06486, -3.13526, -1.82069], [-4.64661, -2.46256, -0.75590], [-3.85541, -1.96872, 0.26974], [-2.26975, -1.27689, 2.05078], [-1.05218, -2.27707, 1.68148], [-0.82143, -2.94826, -0.86528], [-2.22650, -3.84090, -2.67827], [-4.68166, -3.52068, -2.62240], [-5.71914, -2.31954, -0.72218], [-4.31320, -1.43883, 1.09974], [-1.73690, 1.47623, 1.19025], [-1.89500, 2.57343, 0.21390], [-3.03454, 2.62772, -0.57017], [-3.17446, 3.64445, -1.50355], [-2.18712, 4.60998, -1.64275], [-1.06789, 4.56839, -0.82417], [-0.92289, 3.55081, 0.10818], [-1.56779, 1.85531, 2.11739], [-2.61934, 0.97465, 1.21917], [-3.80981, 1.87931, -0.46391], [-4.06338, 3.67772, -2.12249], [-2.29623, 5.39918, -2.37573], [-0.30521, 5.33457, -0.90074], [-0.05911, 3.52873, 0.74720], [-2.53340, -0.13349, -1.43920], [-1.36216, -0.12784, -1.75130], [-0.35297, -0.09894, -0.90007], [-0.93474, -0.18345, -3.18080], [0.39658, -0.04348, -3.54522], [0.72588, -0.08384, -4.88257], [-0.21379, -0.26873, -5.87364], [-1.52473, -0.41755, -5.46843], [-1.90850, -0.37501, -4.14800], [-2.57189, -0.64061, -6.49981], [-3.68860, -0.90722, -6.10104], [-2.24030, -0.55464, -7.66256], [2.15463, 0.06745, -5.26318], [2.41652, 0.11852, -6.44459], [2.96781, 0.11804, -4.35907], [1.16577, 0.09991, -2.80263], [0.05697, -0.29651, -6.91734], [-2.94636, -0.48827, -3.86913]],
  "forces_ev_per_angstrom": [[0.0, 0.2, -0.2], [0.1, 0.0, -0.2], [-0.2, 0.0, 0.2], [-0.2, -0.1, -0.1], [0.1, -0.3, 0.1], [0.2, 0.3, 0.1], [-0.5, -0.1, 0.2], [0.0, 0.1, 0.3], [0.3, 0.0, 0.1], [0.0, -0.1, -0.3], [-0.2, 0.0, 0.0], [0.0, -0.1, 0.1], [0.0, 0.1, -0.2], [0.0, 0.2, 0.1], [0.3, 0.1, 0.0], [0.0, 0.0, 0.0], [0.1, 0.0, 0.0], [0.0, 0.0, -0.1], [0.0, 0.0, -0.1], [-0.1, 0.0, 0.1], [0.1, 0.2, 0.2], [0.0, 0.0, -0.1], [0.1, -0.1, 0.0], [-0.1, 0.0, 0.1], [-0.1, -0.3, 0.1], [-0.1, 0.1, 0.1], [0.1, 0.0, -0.1], [-0.1, -0.1, 0.0], [0.1, 0.0, -0.1], [0.0, 0.1, 0.0], [-0.1, -0.1, -0.2], [0.0, 0.1, -0.1], [-0.1, -0.1, -0.1], [0.1, 0.0, 0.0], [-0.1, 0.1, 0.0], [0.0, -0.1, 0.0], [0.1, 0.1, 0.0], [0.0, 0.0, 0.1], [-0.1, 0.0, -0.1], [0.0, 0.1, 0.1], [0.0, 0.1, -0.1], [0.0, -0.1, 0.0], [0.2, -0.1, -0.2], [-0.1, -0.3, 0.1], [0.0, -0.2, 0.2], [0.0, 0.0, 0.0], [0.0, 0.0, 0.0], [0.0, 0.0, 0.0], [-0.1, -0.1, 0.1], [0.0, -0.1, 0.2], [0.0, -0.3, 0.2], [0.2, 0.0, 0.0], [0.0, 0.0, 0.0], [0.0, 0.0, 0.0], [0.0, 0.0, 0.0], [0.0, 0.0, 0.0], [0.2, 0.3, -0.2], [-0.1, -0.1, 0.0], [-0.1, -0.1, 0.0], [0.0, 0.0, 0.0], [0.0, 0.0, 0.0], [0.0, 0.0, 0.0], [0.0, -0.1, -0.1], [-0.1, 0.0, 0.1], [-0.1, 0.0, 0.0], [0.0, 0.0, -0.1], [0.1, 0.0, 0.0], [0.0, 0.0, 0.0], [0.0, -0.1, 0.0], [0.0, 0.0, 0.0], [0.2, 0.7, -0.1], [0.1, 0.1, 0.2], [-0.1, 0.0, -0.7], [0.1, 0.0, 0.0], [0.0, 0.0, 0.2], [0.2, 0.0, -0.1], [0.0, 0.0, -0.2], [-0.2, 0.0, -0.2], [-0.1, 0.0, 0.0], [0.0, -0.1, -0.1], [0.2, 0.1, 0.0], [0.0, 0.0, 0.2], [0.1, -0.1, 0.0], [-0.1, 0.0, 0.2], [-0.2, 0.0, -0.1], [0.0, 0.0, 0.0], [0.0, 0.0, 0.0], [0.0, 0.0, 0.0]]
}

---

E_LUMO? In order: 0.126, -0.106 Eh.